Run P
The following is a DFT calculation (ωB97M-V with the def2-TZVPD basis set) of an isolated molecule of C5H6N2S.

Structure (ORCA input):
```
! RIJCOSX wB97M-V def2-TZVPD def2/J DEFGRID3
* xyz 0 1
S 0.795 2.101 -0.445
N -0.246 -1.253 -0.755
N 1.125 -1.264 -0.638
C -2.084 0.147 -0.112
C 0.416 0.595 0.517
C -3.219 0.492 -0.063
C 1.521 -0.461 0.524
C -0.700 -0.226 -0.124
H 2.516 -0.040 0.386
H -4.245 0.800 -0.017
H 1.039 1.447 -1.566
H 0.137 0.949 1.530
H 1.494 -2.215 -0.672
H 1.450 -1.070 1.436
*
```

Computed properties:
**HOMO level**: -8.6 eV
**Kohn-Sham gap**: 0.3453 Ha
**SMILES**: C#CC1=NNC[C@H]1S


Run Q
The following is a DFT calculation (ωB97M-V with the def2-TZVPD basis set) of an isolated molecule of C5H6N2S.

Structure (ORCA input):
```
! RIJCOSX wB97M-V def2-TZVPD def2/J DEFGRID3
* xyz 0 1
S -2.834 -1.206 -0.387
N -0.330 -0.972 0.176
N 1.335 -2.544 0.100
C -1.489 -0.347 0.105
C 0.066 -2.222 0.246
C -1.492 1.149 0.291
C 1.677 -0.247 -0.286
C 2.132 -1.429 -0.021
H -1.371 1.775 -0.533
H -0.671 -2.940 0.525
H -2.407 1.432 0.812
H 3.267 -1.458 0.140
H 1.946 0.731 -0.510
H -0.715 1.396 1.196
*
```

Computed properties:
**HOMO level**: -8.5 eV
**Kohn-Sham gap**: 0.2683 Ha


Bottom line: run P, by a margin of 34.8 kcal/mol.